Below is a cluster of 3 separate species, C21H39BrO10P2 in total at a distorted geometry, with properties calculated with ωB97M-V/def2-TZVPD.

Structure (SMILES): C#C[C@@H]1OC(=O)[C@@H](P(O)Br)[C@]1(CCCCCOC(C)=O)[PH2]=O.COCCOC.COCCOC
Frontier orbital gap in eV: 8.6000
Energy in a.u.: -4832.2033
F_max in eV/Å: 9.72
HOMO level in eV: -9.13

The geometry in ORCA input format:
```
! RIJCOSX wB97M-V def2-TZVPD def2/J DEFGRID3
* xyz 0 1
H -5.80478 -0.17081 1.84769
H 8.12024 1.31524 -0.20340
O 11.99707 -1.75425 -0.57848
H -8.97718 -3.46461 0.96865
H -10.63676 -2.53828 4.01043
C 12.33378 -1.32612 -3.07268
P 4.56783 4.15629 -0.93259
H -8.97681 -3.12273 4.33055
H 12.04236 -0.42871 -3.79574
H -3.08939 -0.18368 3.07779
C 1.58066 3.87072 -1.21722
C -12.25069 -1.07197 2.07796
H -9.34703 -1.38639 4.40991
O -12.08343 -2.46250 1.82437
H 2.42842 0.97386 -2.15652
P 0.94676 1.53247 0.26003
C 3.60086 2.47064 -0.99865
C -2.91909 -0.51764 2.05216
H 6.75355 0.63845 0.90828
C 2.27195 2.87373 -0.06547
O 1.51086 2.93332 -2.36040
H -3.09699 0.85506 -0.82287
C -3.46671 0.04808 -0.18435
H -6.41276 -1.83716 1.90646
H -4.96224 -0.51552 -1.62161
H -12.92206 -0.95716 2.93149
H -12.70586 -0.59036 1.20526
O -3.36376 0.50600 1.16883
H 4.03819 0.28430 -0.52520
H -2.83117 -0.82940 -0.34907
H 3.84540 5.19919 -0.24773
H -10.76801 -1.84130 0.32278
C 9.30571 -1.08843 -0.45927
H 9.76799 -0.39702 0.36769
O 10.00815 -0.82024 -1.75367
O -5.43127 -1.36769 0.17042
C 4.09735 1.76775 -5.06966
H 9.44706 -2.24730 -0.21694
H 2.00106 0.13593 1.67203
C 6.00809 1.13649 -1.28994
C 4.62203 1.31912 -0.43362
C -10.99467 -2.72410 0.93131
Br -0.22097 2.28092 2.11360
C 2.76031 2.10267 -2.35693
H 7.08019 -1.65677 0.07723
H 7.40702 -1.18236 -1.73376
C -9.75388 -3.20085 1.69403
C -6.26054 -0.97076 1.25751
H -5.55576 0.63603 -0.41357
C -9.57241 -2.31951 3.88698
H 13.46682 -1.23422 -2.77792
O 1.25131 5.15920 -1.09858
H -7.23241 -0.64163 0.87832
H -11.30208 -0.58265 2.31448
H 12.20469 -2.36629 -3.62568
H -1.84555 -0.68572 1.91076
C -4.92258 -0.24765 -0.56063
O 4.99461 4.51521 -2.41975
H 4.34145 1.45362 -6.19533
O 1.74839 0.05127 0.70572
H 2.48171 3.38843 0.96419
H -9.97555 -4.09557 2.28882
H 5.78117 3.92466 -0.13670
H 5.91975 0.35805 -2.17877
C 11.39756 -1.30416 -1.69364
O -9.21800 -2.16027 2.51728
C 7.15564 0.61591 -0.19181
H 4.76928 1.52092 0.71281
C 7.66229 -0.88475 -0.62234
H 6.44318 2.11821 -1.75484
H -3.46106 -1.45449 1.89788
H -11.31961 -3.52179 0.25773
C 3.52033 2.01106 -3.80607
*
```

=====

Below is a cluster of 2 separate species, C21H39FN8O3S2 in total at a distorted geometry, with properties calculated with ωB97M-V/def2-TZVPD.

Frontier orbital gap in eV: 3.2911
Energy in a.u.: -2383.3751
F_max in eV/Å: 2.64
HOMO level in eV: -4.03

The geometry in ORCA input format:
```
! RIJCOSX wB97M-V def2-TZVPD def2/J DEFGRID3
* xyz 0 1
C 1.48803 1.63495 -1.63327
C 2.44540 0.70738 -2.12457
H -2.52861 -0.58463 -1.82261
C -4.07725 0.32945 -0.61054
O 7.56546 1.02395 0.92667
H -2.38083 1.13193 -1.59651
N -0.51397 -4.29306 1.12212
H -2.85415 3.40375 0.09592
H -3.30117 -1.82361 0.48677
H 7.61240 -0.94459 1.61189
C 5.62087 -0.39645 1.03935
H -4.63572 2.30621 -0.19980
H 6.84182 0.19442 2.69846
H -1.13615 -4.26222 -0.86755
H 3.62724 4.29179 -1.30633
H -0.53501 1.88245 -2.01518
H -0.90535 -5.22306 1.08209
H -0.00480 3.01539 0.64278
O -3.16056 -3.84830 0.19310
C -0.53930 1.10597 0.00113
C 3.28741 3.29339 -1.54511
C -0.62284 -3.63519 -0.15066
N -1.57562 -0.00584 -0.02004
N -4.19736 0.10455 0.81286
H 0.33773 -3.40244 -0.59374
H 0.85518 -2.38471 2.17438
H -5.17403 0.12634 1.07808
N 0.49315 -0.91351 0.30683
C -0.86764 -1.17101 0.07117
C 4.24336 2.36302 -2.02708
H -0.23093 1.00262 2.86307
H 4.47545 0.31750 -2.68606
H -5.82222 -0.69671 -0.90776
H 5.69823 -0.70748 -0.00427
C 0.06610 1.19115 -1.42795
H 0.45479 -4.40025 1.38809
H 6.22166 1.88112 -2.60271
H -3.07742 -2.76677 2.51649
N -4.52051 1.71475 -1.01080
H 5.18283 -1.23962 1.60881
H -3.22155 -2.31970 -1.18692
H -3.25816 -4.46752 2.88685
H 5.76497 3.51899 -2.97781
C 5.67391 2.73841 -2.22384
C -0.93648 2.46749 0.53877
H -0.06349 -0.57539 2.82416
S 2.00360 1.05570 1.61035
C -2.58746 0.20802 -1.08251
C 7.00976 0.00691 1.59875
F -1.35882 4.67859 -0.16212
N -0.42745 0.20118 2.27945
H 1.60805 2.31179 1.85593
N -4.89736 -0.63525 -1.31093
C 3.78970 1.06641 -2.32291
H -1.36068 2.39848 1.53721
H 1.22627 3.68070 -0.99398
H 6.16719 3.02481 -1.29239
H -1.87190 3.14924 -1.34471
O -5.26966 -4.19868 0.76503
H -0.05440 0.22689 -1.91167
H 4.92662 0.44606 1.10396
C -2.84960 -2.53994 -0.19748
C -1.84027 3.37721 -0.28579
H -4.96785 -0.38906 -2.28777
H 2.13947 -0.30885 -2.34179
C 1.92643 2.94068 -1.35774
S 1.61401 -1.99256 1.13430
H -4.65538 -3.38655 3.11217
C 0.41006 0.37728 1.05508
H -5.41895 1.65424 -1.46788
C -3.78213 -3.59273 2.51005
C -4.20276 -3.89485 1.11208
N -1.39019 -2.36248 -0.08064
H -3.70126 0.81184 1.33721
*
```

=====

Below is the ion C21H39N2O3 with charge +1, with properties calculated with ωB97M-V/def2-TZVPD.

Structure (SMILES): CCCCCCCC(=O)O[C@@H](CN1CCCC1=O)C[NH+]1CCCCCC1
Frontier orbital gap in eV: 11.1204
Energy in a.u.: -1158.6676
F_max in eV/Å: 0.89
HOMO level in eV: -13.00

The geometry in ORCA input format:
```
! RIJCOSX wB97M-V def2-TZVPD def2/J DEFGRID3
* xyz 1 1
H 3.69268 4.75735 -0.28086
H 2.77510 3.57492 2.92514
H 4.04475 -2.05155 -1.30857
H -5.27505 -0.65964 -1.97634
H 0.98850 0.51758 -2.83866
H -3.99131 -3.15172 1.83600
C -0.36754 0.71430 -1.14669
H 3.54006 -2.08751 0.37531
H 3.66780 2.06244 2.95679
H 2.51853 4.84903 1.01227
H -0.33437 -0.65781 -2.79447
H 1.82817 1.64074 -0.31233
H -4.59940 -2.72928 -0.90900
H -2.21818 -2.07596 -0.39145
C -4.30940 -0.68621 -1.46996
C 3.17374 -2.05955 -0.64936
H -0.31932 -2.41486 0.99400
C -3.02733 -1.96265 0.33486
N 1.16890 2.47722 -0.23672
H 0.25016 -3.42943 2.31942
H -4.27879 1.45826 -1.63887
H 1.21916 1.73205 3.07908
H -0.25160 2.09114 1.27197
C 0.40159 -0.13460 -2.18257
H -0.81132 2.81302 -0.84989
C -4.34653 -1.78954 -0.41346
H 1.37241 -2.70211 -2.95501
H -3.54656 -0.90907 -2.21770
H 0.32049 2.49234 -2.16899
O 2.69877 0.33469 -0.58350
C 0.04341 2.20269 -1.15286
C 2.38611 -0.80771 -0.91579
H -1.92002 -2.29886 2.86866
C 3.72256 3.07269 1.06420
H 1.23260 4.46331 -0.92936
H -0.20971 0.30177 -0.13932
H 0.14344 -2.88339 -1.68548
C -1.89371 -3.20214 2.25482
C 2.99957 2.67423 2.35043
C -3.06002 -3.17393 1.26697
H -4.67847 0.88505 -0.01122
H -3.05878 -4.09076 0.67357
H -2.82888 -1.07205 0.93397
C 2.97890 4.16785 0.29551
C -2.62199 0.93492 -0.47732
H 2.43904 3.36363 -1.62588
H 0.60119 3.62085 1.44492
C -0.53363 -3.31055 1.57455
H 1.73232 -3.56504 -0.07815
N 1.27285 -1.11900 -1.58798
H 4.70336 3.45957 1.34107
H 3.88593 2.19810 0.43410
H 2.69531 -4.02622 -1.48079
O -2.24059 1.41226 0.56169
C -4.04533 0.70587 -0.88088
C 1.93737 3.65907 -0.70180
H -2.02331 -4.05690 2.92061
O -1.75027 0.59034 -1.45383
C 2.20274 -3.19299 -0.98693
H -5.13973 -1.57388 0.30486
H -0.51368 -4.17407 0.91216
C 1.15663 -2.53421 -1.89414
H 1.96166 0.90062 1.71825
C 1.71344 1.88521 2.11917
C 0.72558 2.57008 1.18180
*
```

=====

Below is a cluster of 10 separate species, C21H39N7O3S2 in total at a distorted geometry, with properties calculated with ωB97M-V/def2-TZVPD.

Frontier orbital gap in eV: 8.5436
Energy in a.u.: -2228.7506
F_max in eV/Å: 6.20
HOMO level in eV: -8.90

The geometry in ORCA input format:
```
! RIJCOSX wB97M-V def2-TZVPD def2/J DEFGRID3
* xyz 0 1
C -3.39882 -0.14258 2.86037
H 2.37122 0.16072 4.40235
H 3.66249 0.54731 -1.91215
H 2.07029 1.20356 -1.92704
H 3.29982 -2.39621 1.38313
H 0.55656 -1.49408 6.37767
N -4.84810 5.26281 -1.30479
H -0.29276 1.21814 -3.86458
S -1.38795 1.09734 -0.71000
H -3.38467 2.54736 -2.34224
C -0.81684 4.22614 3.96515
H -1.37734 5.11802 3.68498
H -3.36299 -0.21410 3.94743
C 2.06053 -2.85450 -0.25243
C 1.90493 -1.78046 -4.37184
C 0.06276 3.89429 2.88669
H -2.45297 -0.38239 2.37460
H 3.96047 -1.95965 -5.01050
H 2.15566 -1.48216 3.63306
H 0.81089 1.65046 -5.05497
H -0.11679 4.56875 4.72715
N -3.79421 2.48497 2.64869
C -4.40820 4.44961 -2.03300
S 0.01526 -0.45514 4.20353
C -0.11837 1.99929 -4.60451
H 3.61178 -1.91730 -3.28166
C 1.78187 -0.46287 3.73012
C -0.95763 -0.38543 -1.66898
C 3.12110 1.49297 -1.93925
N 0.77911 3.64253 1.99262
H 1.86129 0.00025 2.74660
H 0.02904 -0.37307 -2.13205
H 0.67094 -3.84561 -1.59849
H -1.14082 -4.02051 -0.21988
C 2.61788 -3.20170 1.11066
H -1.14718 -1.25572 -1.04068
H 3.65791 -0.43574 -4.23098
H 3.16397 -4.14501 1.11864
H -0.22946 -4.27348 1.29528
H -3.12987 3.80524 -3.53495
O -0.83999 2.23582 -1.57829
N -2.19063 2.16692 -6.10913
H 0.69527 0.18056 6.21788
C -0.92287 -4.72303 0.58452
N 0.77397 -2.09092 -4.37763
C 3.47628 2.18659 -3.17355
H -1.61784 -0.40756 -2.53600
H -0.63378 -5.73117 0.28757
H -4.25833 -0.75690 2.59212
H 0.18971 2.96286 -4.19866
N -2.97729 -5.28230 2.13370
H 1.67687 -3.22117 1.66039
H -1.50860 3.44489 4.28015
H -0.93214 -0.55114 6.41685
C -0.43250 0.93264 0.79936
H 1.89546 -4.93887 -1.03970
C 1.72670 -3.90288 -1.33354
O 1.84842 -1.67344 -0.55050
N 3.63586 2.75322 -4.16698
H 0.64608 1.07252 0.72730
H 3.38255 2.04722 -1.03784
C -1.28435 2.12751 -5.47405
H -4.70290 2.99794 -3.51403
H 2.35822 -3.62340 -2.17685
C -2.05762 -4.99581 1.43033
C 0.04042 -0.64303 5.93334
C -3.58761 1.31984 2.70992
H -0.51099 -0.11063 1.10518
C 3.34920 -1.48101 -4.24541
C -3.88070 3.34850 -2.89017
H -0.90910 1.46844 1.62025
O -0.30869 0.99578 3.84976
*
```

=====

> Look up the F_max of the third one.

0.89 eV/Å

=====

> What is the frontier orbital gap in the third record?

11.1204 eV

=====

> The highest HOMO level belongs to which entry?

C21H39FN8O3S2